No. 1
Here is 3 unconnected molecules or ions with the total composition C27H48Br2I2N4O9S4 at a distorted geometry from the OMol25 dataset. Energies are from wB97M-V/def2-TZVPD.

Each atom is followed by the atoms it is bonded to, with distances in Å.
CARTESIAN COORDINATES (ANGSTROEM)
1 H 4.2014 -5.4177 -2.7955  C31 1.094
2 C -1.3174 5.9300 -0.0604  C6 1.602, H7 1.194, H35 1.155, H86 1.194
3 H -0.9703 -6.7105 -0.3254  C92 1.094
4 H -7.4003 2.9289 -0.9108  C13 1.172
5 I -0.0802 4.3047 2.5752  C80 2.249
6 C -0.1087 5.3142 -0.9117  C2 1.602, Br44 2.049, C75 1.504
7 H -1.9965 6.6429 -0.7357  C2 1.194
8 H 0.5829 -1.3699 -3.6535  C30 1.170
9 O -1.3414 -9.4272 0.1499  C65 1.225
10 C 1.8025 1.5486 2.6027  C34 1.641, H36 1.194, H43 1.170, C73 1.624
11 H 6.2141 6.1488 2.3497  C57 1.192
12 H 2.0162 -4.6271 -0.5420  C88 1.094
13 C -6.2401 3.0882 -0.8704  H4 1.172, H20 1.189, H50 1.187, C85 1.658
14 H 0.6031 -1.9746 -1.8598  C30 1.178
15 H -2.4604 0.7706 0.9365  N66 1.065
16 O -2.2846 -0.0097 -2.1522  S95 1.552
17 C -2.7827 2.8420 -0.6994  C38 1.674, H52 1.195, H84 1.161, O87 1.407
18 H -0.8326 1.4575 3.3655  C24 1.160
19 H -1.6050 -1.0295 3.0756  C21 1.172
20 H -5.9470 3.7856 0.0464  C13 1.189
21 C -2.3977 -0.1735 3.1862  H19 1.172, C24 1.677, H25 1.186, H28 1.193
22 C -0.7491 1.8971 0.4140  N66 1.438, C80 1.634, O87 1.505, C93 1.683
23 H -1.5960 -6.1534 -1.9055  C92 1.093
24 C -1.7967 1.3249 2.7344  H18 1.160, C21 1.677, H29 1.198, N66 1.445
25 H -2.7726 -0.0279 4.3015  C21 1.186
26 H 2.5932 4.7682 1.1835  C53 1.164
27 O 0.0035 -4.8949 -2.4449  C33 1.225
28 H -3.3863 -0.3761 2.5508  C21 1.193
29 H -2.5859 2.0769 3.2313  C24 1.198
30 C -0.0857 -1.5328 -2.7078  H8 1.170, H14 1.178, H68 1.180, S95 1.917
31 C 3.3711 -6.0786 -3.0604  H1 1.094, N39 1.448, H74 1.093, H81 1.094
32 N -2.5032 -7.8741 -1.1135  C42 1.448, C65 1.378, C92 1.448
33 C 1.0363 -5.2631 -2.9908  O27 1.225, N39 1.378, H90 1.102
34 C 3.1979 0.7715 2.9775  C10 1.641, H55 1.157, C59 1.674, I72 2.235
35 H -2.0525 5.2310 0.4928  C2 1.155
36 H 1.5461 2.0914 3.6351  C10 1.194
37 H 6.6875 2.9246 2.3599  C70 1.190
38 C -3.1914 3.7296 -2.0587  C17 1.674, H49 1.189, O58 1.488, H67 1.176
39 N 2.1873 -5.6552 -2.3416  C31 1.448, C33 1.378, C88 1.448
40 H -0.5602 -7.6080 -1.8057  C92 1.094
41 O 2.3872 -0.8448 0.2766  S79 1.585
42 C -3.7629 -7.4737 -1.7053  N32 1.448, H47 1.094, H56 1.093, H96 1.094
43 H 0.9982 0.7062 2.4938  C10 1.170
44 Br 0.3345 6.4493 -2.5591  C6 2.049
45 H 5.0652 1.0583 4.4356  C59 1.193
46 Br 1.9454 3.6595 -2.0963  C75 2.043
47 H -3.6372 -7.3998 -2.7893  C42 1.094
48 N -0.3161 -0.6800 0.7334  C89 1.338, C93 1.545
49 H -2.3134 4.4605 -2.3900  C38 1.189
50 H -5.7228 2.0238 -0.7813  C13 1.187
51 H 7.7730 5.1047 2.5352  C57 1.190
52 H -3.4623 1.8633 -0.7848  C17 1.195
53 C 2.8521 3.7584 1.7007  H26 1.164, C73 1.676, H91 1.169, S94 1.913
54 H -6.4486 4.6445 -2.5365  C85 1.190
55 H 4.0141 0.7150 2.1595  C34 1.157
56 H -4.5510 -8.1987 -1.4840  C42 1.093
57 C 6.7536 5.1737 1.9260  H11 1.192, H51 1.190, C70 1.646, H78 1.170
58 O -4.4021 4.5589 -1.8121  C38 1.488, C85 1.472
59 C 3.9498 1.4606 4.3053  C34 1.674, H45 1.193, H63 1.168, H64 1.169
60 O 2.5826 1.7352 0.3063  C73 1.455, S79 1.675
61 O 2.3093 0.3506 -1.8600  S79 1.575
62 H 5.5110 3.9730 3.4117  C70 1.171
63 H 4.0142 2.6253 4.2431  C59 1.168
64 H 3.3197 1.1725 5.2469  C59 1.169
65 C -2.3744 -9.0316 -0.3761  O9 1.225, N32 1.378, H83 1.102
66 N -1.8188 1.5365 1.3055  H15 1.065, C22 1.438, C24 1.445
67 H -3.3358 2.9375 -2.9165  C38 1.176
68 H -0.9509 -2.3158 -2.8848  C30 1.180
69 H 1.4303 -6.3066 -0.5174  C88 1.094
70 C 5.9040 3.8193 2.3189  H37 1.190, C57 1.646, H62 1.171, S94 1.872
71 H 3.1883 -5.9779 -0.5237  C88 1.093
72 I 2.5927 -1.2426 3.7347  C34 2.235
73 C 1.8265 2.4998 1.2863  C10 1.624, C53 1.676, O60 1.455, C80 1.679
74 H 3.2117 -6.0387 -4.1415  C31 1.093
75 C 0.6143 4.0349 -0.5928  C6 1.504, Br46 2.043, C80 1.673
76 S -2.4221 -2.7248 -0.1674  C89 1.734
77 O -0.2893 1.1255 -3.1007  S95 1.580
78 H 7.0380 5.2616 0.7945  C57 1.170
79 S 1.7611 0.4512 -0.3869  O41 1.585, O60 1.675, O61 1.575, C93 1.892
80 C 0.3423 3.0673 0.7448  I5 2.249, C22 1.634, C73 1.679, C75 1.673
81 H 3.6128 -7.1053 -2.7708  C31 1.094
82 H -5.5001 3.1280 -3.1305  C85 1.174
83 H -3.3159 -9.5985 -0.2932  C65 1.102
84 H -3.2098 3.4407 0.1985  C17 1.161
85 C -5.6274 3.8472 -2.2114  C13 1.658, H54 1.190, O58 1.472, H82 1.174
86 H -0.8578 6.6612 0.7644  C2 1.194
87 O -1.4194 2.5043 -0.7892  C17 1.407, C22 1.505
88 C 2.2153 -5.6439 -0.8938  H12 1.094, N39 1.448, H69 1.094, H71 1.093
89 C -1.2117 -1.6033 0.3655  N48 1.338, S76 1.734
90 H 1.1219 -5.3090 -4.0886  C33 1.102
91 H 2.9424 3.9126 2.8555  C53 1.169
92 C -1.3419 -7.0300 -1.3037  H3 1.094, H23 1.093, N32 1.448, H40 1.094
93 C -0.1259 0.4872 -0.2604  C22 1.683, N48 1.545, S79 1.892, S95 1.866
94 S 4.6037 3.3298 1.0636  C53 1.913, C70 1.872
95 S -0.7473 0.1119 -1.9792  O16 1.552, C30 1.917, O77 1.580, C93 1.866
96 H -4.0492 -6.4981 -1.3019  C42 1.094

## Properties
* LUMO energy: -1.6 eV
* SMILES string: CCN[C@@]1(OCCOCC)[C@](I)(/C(Br)=C(\C)Br)[C@@](CSCC)(C[C@@H](C)I)OS(=O)(=O)[C@]1(N=C=S)S(C)(=O)=O.CN(C)C=O.CN(C)C=O
* frontier orbital gap: 7.08 eV
* total charge: 0


No. 2
Here is a gas-phase ion, C27H48ClIN3O9P2 (charge +1) at a distorted geometry from the OMol25 dataset. Energies are from wB97M-V/def2-TZVPD.

Each atom is followed by the atoms it is bonded to, with distances in Å.
CARTESIAN COORDINATES (ANGSTROEM)
1 C -4.3981 2.8942 -4.5494  C30 1.673, H74 1.189, H77 1.170, H78 1.193
2 H -2.4438 -4.3369 -3.0164  C90 1.172
3 H 0.7123 -3.0892 1.5522  C11 1.194
4 O 4.0811 2.5592 -2.1026  P15 1.763, H37 1.004
5 H -1.1341 -2.4808 0.5655  C6 1.196
6 C -1.1098 -1.5908 -0.2333  H5 1.196, O7 1.504, C8 1.635, H84 1.170
7 O -2.0449 -2.1347 -1.2780  C6 1.504, C27 1.470
8 C 0.3858 -1.2336 -0.7885  C6 1.635, C14 1.633, N22 1.497, C85 1.677
9 N 2.8519 -1.3614 -0.1182  C14 1.505, C23 1.503, H35 1.066, H58 1.066
10 C -1.8240 0.7414 -2.5274  C17 1.679, H55 1.194, N62 1.514, H81 1.166
11 C 1.2818 -2.0560 1.7333  H3 1.194, C14 1.614, H40 1.173, C54 1.665
12 O 1.6068 -4.5366 -0.4282  C88 1.362
13 H 4.5558 3.4046 3.8711  C31 1.171
14 C 1.4697 -1.1261 0.4277  C8 1.633, N9 1.505, C11 1.614, H46 1.194
15 P 2.4395 2.2846 -1.5203  O4 1.763, C53 1.959, Cl79 2.122
16 H 5.8663 -2.4585 -3.7768  C59 1.194
17 C -0.5081 1.0248 -1.5231  C10 1.679, N22 1.466, H56 1.196, H68 1.187
18 H -2.7207 4.1699 -0.1131  C43 1.194
19 O 0.1327 0.4107 -5.1032  C49 1.363
20 O 0.4603 0.5790 6.5399  P61 1.741, C80 1.471
21 H -2.8168 -3.7637 0.0460  C27 1.190
22 N 0.5698 0.0317 -1.5672  C8 1.497, C17 1.466, C53 1.477
23 C 3.2023 -0.3441 -1.1676  N9 1.503, H29 1.198, C53 1.646, C73 1.675
24 H -3.8176 -3.5436 -4.0343  C90 1.179
25 C -2.9860 2.7693 -1.9197  C43 1.661, N62 1.544, O86 1.363
26 H -0.9424 1.8646 5.4604  C80 1.185
27 C -3.1583 -2.8612 -0.6497  O7 1.470, H21 1.190, H57 1.189, C64 1.641
28 C 3.3781 1.6132 4.7302  C31 1.658, H48 1.172, O70 1.471, H91 1.182
29 H 3.9657 0.3989 -0.6204  C23 1.198
30 C -3.5347 1.5570 -4.0356  C1 1.673, H39 1.176, H51 1.172, N62 1.543
31 C 3.4614 3.1910 4.2286  H13 1.171, C28 1.658, H45 1.173, H60 1.174
32 H 1.2097 -2.6173 4.4497  C36 1.171
33 H 3.2395 0.8350 -3.8700  C44 1.195
34 H -2.5608 5.0940 -1.7542  C43 1.177
35 H 3.5064 -1.2361 0.7142  N9 1.066
36 C 0.6168 -1.6093 4.3843  H32 1.171, C54 1.637, P61 1.948, H89 1.194
37 H 4.0564 2.9051 -3.0444  O4 1.004
38 H 0.4534 3.1769 8.0333  C87 1.182
39 H -3.1088 1.0420 -5.0033  C30 1.176
40 H 2.3030 -2.2289 2.2842  C11 1.173
41 H 0.0068 -2.4161 -2.8307  C85 1.189
42 I 0.9902 3.3000 -4.8147  C49 2.187
43 C -2.2679 4.0904 -1.2146  H18 1.194, C25 1.661, H34 1.177, H67 1.170
44 C 2.2003 0.3317 -3.5610  H33 1.195, C49 1.647, C53 1.675, H82 1.195
45 H 2.7520 3.4318 3.3259  C31 1.173
46 H 1.4455 0.0095 0.7973  C14 1.194
47 O 2.6780 -0.8734 6.1589  P61 1.610
48 H 4.3021 1.0135 4.3290  C28 1.172
49 C 1.0854 1.1439 -4.4604  O19 1.363, I42 2.187, C44 1.647
50 H -5.0802 -2.7229 -2.0555  C64 1.183
51 H -4.2027 0.7664 -3.4857  C30 1.172
52 H -1.0078 1.9523 8.3020  C87 1.172
53 C 1.9511 0.4275 -1.9072  P15 1.959, N22 1.477, C23 1.646, C44 1.675
54 C 0.3232 -1.2333 2.8179  C11 1.665, C36 1.637, H65 1.169, H83 1.193
55 H -2.6652 0.3468 -1.7771  C10 1.194
56 H -0.8547 1.1676 -0.3875  C17 1.196
57 H -3.7301 -2.0732 0.0327  C27 1.189
58 H 3.0461 -2.3638 -0.4230  N9 1.066
59 C 5.0406 -1.8955 -3.1241  H16 1.194, C73 1.428
60 H 3.2256 3.8655 5.1607  C31 1.174
61 P 1.4900 -0.1553 5.3435  O20 1.741, C36 1.948, O47 1.610, O70 1.744
62 N -2.3782 2.0178 -3.1235  C10 1.514, C25 1.544, C30 1.543
63 H 1.7949 -2.4657 -2.2739  C85 1.178
64 C -4.2479 -3.4869 -1.7051  C27 1.641, H50 1.183, H72 1.191, C90 1.640
65 H 0.3310 -0.0739 2.6658  C54 1.169
66 H -4.0875 -5.2412 -3.1942  C90 1.193
67 H -1.1116 3.9824 -1.0736  C43 1.170
68 H -0.2703 2.1363 -1.8649  C17 1.187
69 H -0.6178 -5.2708 -2.0923  O76 1.009
70 O 2.1730 0.9632 4.1928  C28 1.471, P61 1.744
71 H 0.8606 2.6204 5.7216  C80 1.174
72 H -4.8004 -4.3679 -1.1250  C64 1.191
73 C 4.2297 -1.1471 -2.2184  C23 1.675, C59 1.428
74 H -3.6128 3.7860 -4.5036  C1 1.189
75 H -1.2288 3.6023 7.2907  C87 1.189
76 O -0.6499 -4.8288 -1.1853  H69 1.009, C88 1.489
77 H -4.8800 2.7507 -5.6057  C1 1.170
78 H -5.2265 3.1716 -3.7364  C1 1.193
79 Cl 2.4328 2.6586 0.5685  P15 2.122
80 C 0.0171 1.9268 6.1526  O20 1.471, H26 1.185, H71 1.174, C87 1.672
81 H -1.6405 -0.1290 -3.2817  C10 1.166
82 H 2.1241 -0.7947 -3.9520  C44 1.195
83 H -0.7945 -1.5838 2.5938  C54 1.193
84 H -1.6872 -0.7167 0.2874  C6 1.170
85 C 0.6917 -2.4859 -1.8610  C8 1.677, H41 1.189, H63 1.178, C88 1.673
86 O -4.1867 2.4248 -1.3752  C25 1.363
87 C -0.5068 2.6924 7.5440  H38 1.182, H52 1.172, H75 1.189, C80 1.672
88 C 0.5702 -3.9782 -1.1136  O12 1.362, O76 1.489, C85 1.673
89 H -0.4522 -1.6963 4.9091  C36 1.194
90 C -3.6018 -4.1606 -3.0536  H2 1.172, H24 1.179, C64 1.640, H66 1.193
91 H 3.3304 1.6422 5.9109  C28 1.182

## Properties
* LUMO energy: -3.0 eV
* frontier orbital gap: 8.50 eV
* total charge: +1


No. 3
Here is C27H48N6O9 in the gas phase from the OMol25 dataset. Energies are from wB97M-V/def2-TZVPD.

Each atom is followed by the atoms it is bonded to, with distances in Å.
CARTESIAN COORDINATES (ANGSTROEM)
1 H 2.9725 3.4122 0.4779  C11 1.092
2 O -3.2796 -1.7920 -3.1057  C61 1.218
3 H -2.4850 3.1797 0.1667  C82 1.091
4 O 1.7541 -1.3281 -1.5007  H66 1.004, N68 1.395
5 H -0.4808 -3.0448 -0.7922  C56 1.092
6 H 0.3138 6.0202 -0.9917  O15 0.982
7 H 4.2321 -0.8863 -1.6189  C39 1.095
8 O -2.7245 0.2973 0.6425  N50 1.391, H57 0.994
9 H 1.1311 3.9484 2.0534  C83 1.090
10 N 0.3865 -1.6364 3.8607  H37 1.019, C48 1.335, C72 1.445
11 C 2.2503 2.6416 0.7539  H1 1.092, H22 1.091, C35 1.526, C83 1.537
12 H -2.3505 -3.6796 0.8399  C54 1.089
13 H -1.0467 2.1930 0.0128  C82 1.091
14 C -0.5265 1.8262 2.4736  O33 1.242, C63 1.514, N70 1.324
15 O 0.0326 5.5919 -1.8295  H6 0.982, N52 1.405
16 H 3.1414 -2.9461 3.8459  C30 1.092
17 C -3.5589 -1.9259 0.4954  H41 1.094, H42 1.092, N50 1.448, C54 1.534
18 H -0.9711 3.9307 2.4091  C63 1.091
19 H -0.0391 -1.8765 -2.9252  C90 1.085
20 H 0.0552 1.9239 -1.9853  C45 1.091
21 C -0.5495 -0.5810 -5.1180  C25 1.537, H34 1.093, N78 1.447, H88 1.092
22 H 1.4530 2.6496 0.0091  C11 1.091
23 H 0.4942 0.0606 -3.3362  C25 1.089
24 H 3.7069 1.2472 1.5081  C35 1.092
25 C 0.1394 0.4989 -4.2684  C21 1.537, H23 1.089, H60 1.091, C84 1.526
26 H -2.2177 -3.1224 -1.2069  C56 1.085
27 C -0.7028 4.3114 -0.0383  N52 1.341, O79 1.229, C82 1.512
28 O -0.6060 -0.2975 -0.7886  C46 1.236
29 H -2.3689 2.8422 2.4141  C63 1.090
30 C 2.4531 -2.7189 3.0294  H16 1.092, H36 1.087, C48 1.520, C73 1.533
31 H 0.4115 -3.5927 4.5508  C72 1.092
32 O 2.1165 -0.3747 3.2576  C48 1.228
33 O -1.0724 0.7484 2.7598  C14 1.242
34 H 0.1017 -1.4562 -5.1928  C21 1.093
35 C 2.9118 1.2667 0.7601  C11 1.526, H24 1.092, H43 1.090, C81 1.525
36 H 1.8158 -3.5786 2.8383  C30 1.087
37 H -0.1687 -0.7817 3.8451  N10 1.019
38 H 2.4716 3.1017 2.8532  C83 1.093
39 C 3.8227 -0.6313 -0.6354  H7 1.095, N68 1.444, C81 1.535, H89 1.088
40 H -3.8627 -3.6447 1.7360  C54 1.091
41 H -4.0265 -2.3456 -0.3999  C17 1.094
42 H -4.3120 -1.3404 1.0270  C17 1.092
43 H 2.1653 0.5297 1.0544  C35 1.090
44 H 0.7261 3.0197 -3.2053  C45 1.091
45 C -0.1903 2.5484 -2.8458  H20 1.091, H44 1.091, C76 1.530, C84 1.525
46 C -1.4569 -1.1822 -0.6466  O28 1.236, N50 1.336, C56 1.513
47 H 1.2698 1.1113 2.9344  N70 1.030
48 C 1.6303 -1.4943 3.3958  N10 1.335, C30 1.520, O32 1.228
49 H 3.7912 -1.4491 1.9414  C73 1.088
50 N -2.5386 -0.9744 0.1094  O8 1.391, C17 1.448, C46 1.336
51 C -2.2515 -2.4868 2.6146  C54 1.532, C65 1.527, H67 1.092, H77 1.088
52 N -0.6726 4.4670 -1.3702  O15 1.405, C27 1.341, C76 1.436
53 H -2.1149 3.1703 -2.0799  C76 1.092
54 C -3.0195 -3.0347 1.4078  H12 1.089, C17 1.534, H40 1.091, C51 1.532
55 O 1.1836 -2.7788 0.6016  C87 1.223
56 C -1.3072 -2.5400 -1.2978  H5 1.092, H26 1.085, C46 1.513, C90 1.532
57 H -2.1537 0.4083 1.4492  O8 0.994
58 H -1.0181 2.2431 -4.8192  C84 1.092
59 H -0.9863 -2.6218 5.0289  C72 1.094
60 H 1.0102 0.8640 -4.8155  C25 1.091
61 C -2.1277 -1.6944 -3.4879  O2 1.218, N78 1.353, C90 1.516
62 H -0.8861 -3.3936 -3.2257  C90 1.093
63 C -1.3682 2.9963 2.0093  C14 1.514, H18 1.091, H29 1.090, C82 1.537
64 H -1.4038 4.2904 -3.2620  C76 1.093
65 C -1.1216 -3.4258 3.0298  C51 1.527, C72 1.532, H75 1.092, H85 1.091
66 H 0.8922 -0.9464 -1.1560  O4 1.004
67 H -2.9303 -2.3205 3.4535  C51 1.092
68 N 2.6493 -1.4491 -0.4372  O4 1.395, C39 1.444, C87 1.344
69 H -1.7317 1.2518 -3.5389  C84 1.092
70 N 0.7839 1.9598 2.6121  C14 1.324, H47 1.030, C83 1.443
71 H 3.9456 -3.1716 1.5179  C73 1.092
72 C -0.3127 -2.8545 4.1985  N10 1.445, H31 1.092, H59 1.094, C65 1.532
73 C 3.2431 -2.3717 1.7620  C30 1.533, H49 1.088, H71 1.092, C87 1.524
74 H -2.6446 -0.5174 -4.9990  N78 1.011
75 H -1.5248 -4.3976 3.3221  C65 1.092
76 C -1.1844 3.6305 -2.4186  C45 1.530, N52 1.436, H53 1.092, H64 1.093
77 H -1.8015 -1.5289 2.3609  C51 1.088
78 N -1.8398 -0.9821 -4.6015  C21 1.447, C61 1.353, H74 1.011
79 O -0.1653 5.1566 0.6746  C27 1.229
80 H 2.7164 1.0518 -1.3727  C81 1.092
81 C 3.4660 0.8612 -0.6019  C35 1.525, C39 1.535, H80 1.092, H86 1.091
82 C -1.4419 3.0977 0.4774  H3 1.091, H13 1.091, C27 1.512, C63 1.537
83 C 1.6607 2.9982 2.1274  H9 1.090, C11 1.537, H38 1.093, N70 1.443
84 C -0.7943 1.6567 -3.9251  C25 1.526, C45 1.525, H58 1.092, H69 1.092
85 H -0.4558 -3.5664 2.1764  C65 1.091
86 H 4.3564 1.4417 -0.8475  C81 1.091
87 C 2.2690 -2.2151 0.6003  O55 1.223, N68 1.344, C73 1.524
88 H -0.7169 -0.1997 -6.1280  C21 1.092
89 H 4.5648 -0.8712 0.1234  C39 1.088
90 C -0.9810 -2.3967 -2.7873  H19 1.085, C56 1.532, C61 1.516, H62 1.093

## Properties
* LUMO energy: 0.8 eV
* energy above the lowest of the compared OMol25 structures with the same formula, charge and spin: 0.00 kcal/mol
* SMILES string: O=C1CCC(=O)N(O)CCCCCNC(=O)CCC(=O)N(O)CCCCCNC(=O)CCC(=O)N(O)CCCCCN1
* frontier orbital gap: 9.67 eV
* total charge: 0